(1)
{
  "formula": "C5H20ClCrN4O5",
  "method": "ωB97M-V/def2-TZVPD",
  "elements": ["Cr", "Cl", "C", "O", "H", "H", "H", "H", "C", "O", "H", "H", "H", "H", "C", "O", "H", "H", "H", "H", "C", "O", "N", "N", "H", "H", "H", "H", "C", "O", "N", "N", "H", "H", "H", "H"],
  "positions_angstrom": [[-1.44533, -2.96193, 0.30558], [-0.64362, -0.73823, 0.46973], [2.64531, 0.29228, 2.24856], [1.78986, 1.29818, 1.73219], [3.64806, 0.71405, 2.23026], [2.35906, -0.06072, 3.23923], [2.67755, -0.56703, 1.56277], [1.05406, 0.93854, 1.23104], [-2.82724, 1.58618, -2.53615], [-3.10083, 1.45718, -1.14992], [-2.88051, 0.64315, -3.09259], [-3.49230, 2.32468, -2.96911], [-1.78680, 1.91236, -2.67244], [-2.38118, 0.97853, -0.73317], [0.82244, 0.34711, -3.71111], [0.19006, -0.49938, -2.74928], [0.37104, 0.19916, -4.69007], [0.62100, 1.38689, -3.44453], [1.88855, 0.13051, -3.79067], [0.36246, -0.16188, -1.86752], [-2.21771, 2.35724, 3.35053], [-3.23395, 1.69200, 3.33923], [-2.17519, 3.64495, 3.84877], [-0.97660, 1.82852, 3.04566], [-3.04311, 4.07942, 4.08913], [-1.28021, 4.09345, 3.87502], [-0.92892, 0.87327, 2.76318], [-0.22440, 2.48577, 2.95105], [1.28315, -3.74481, -0.86627], [0.01576, -3.65273, -0.87342], [1.89985, -4.83900, -1.33058], [2.04567, -2.71327, -0.47202], [2.88350, -5.00444, -1.19369], [1.39638, -5.68217, -1.55272], [3.04952, -2.75520, -0.51284], [1.63462, -1.88265, -0.07385]],
  "forces_ev_per_angstrom": [[1.7, 1.4, -1.0], [-0.6, -1.5, 0.1], [0.0, -0.1, -0.9], [0.0, 0.4, 0.2], [0.0, 0.0, 0.4], [0.0, 0.1, 0.1], [0.0, -0.1, 0.2], [0.1, -0.2, 0.2], [1.1, -0.2, 0.0], [-0.4, -0.1, -0.1], [-0.4, 0.0, 0.1], [-0.1, 0.0, 0.1], [-0.2, 0.3, -0.1], [0.0, 0.0, 0.0], [-0.3, 0.3, 0.2], [-0.1, -0.4, -0.2], [-0.1, -0.3, 0.1], [0.4, 0.1, -0.1], [0.0, 0.2, 0.1], [0.0, 0.1, -0.1], [0.0, -0.2, 1.2], [-0.1, -0.1, -0.4], [0.5, -1.1, -0.8], [-0.7, 1.2, 0.2], [0.0, 0.2, 0.0], [-0.3, 0.6, 0.2], [0.1, 0.0, -0.2], [0.5, -0.6, -0.2], [0.8, 0.8, -0.1], [-1.1, -0.4, 1.0], [-0.1, -0.4, 0.2], [-0.1, -0.4, 0.1], [0.1, 0.4, 0.0], [-0.4, 0.3, -0.1], [0.0, -0.1, 0.0], [-0.3, 0.0, -0.2]],
  "lowdin_spin": [3.971, -0.004, 0.000, -0.001, 0.000, 0.000, 0.000, -0.001, 0.000, 0.000, 0.000, 0.000, 0.000, 0.000, 0.000, 0.001, 0.000, 0.000, 0.000, 0.000, 0.000, 0.000, 0.000, 0.000, 0.000, 0.000, 0.000, 0.000, 0.007, 0.019, 0.002, 0.003, 0.000, 0.000, 0.000, 0.001],
  "multiplicity": 5,
  "charge": 1,
  "homo_energy_ev": [-11.64, -11.64],
  "e_lumo_ha": [-0.23121, -0.20566]
}

---

(2)
{
  "formula": "C5H20CuN11O8",
  "method": "ωB97M-V/def2-TZVPD",
  "elements": ["Cu", "N", "O", "O", "O", "C", "O", "N", "N", "H", "H", "H", "H", "C", "O", "N", "N", "H", "H", "H", "H", "C", "O", "N", "N", "H", "H", "H", "H", "C", "O", "N", "N", "H", "H", "H", "H", "C", "O", "N", "N", "H", "H", "H", "H"],
  "positions_angstrom": [[-0.39149, 0.01538, -0.09193], [-2.90900, -2.08282, -0.82145], [-1.82118, -1.58026, -0.38679], [-3.95864, -1.48389, -0.59337], [-2.86360, -3.16161, -1.39710], [0.58663, -0.29872, 3.00629], [0.01186, -0.49708, 1.93794], [1.94804, -0.34536, 3.12437], [-0.07844, -0.20828, 4.18445], [2.29754, 0.00781, 3.99687], [2.52626, -0.42429, 2.30944], [-1.03810, 0.06927, 4.28279], [0.44316, -0.16142, 5.04353], [-0.46172, 0.64667, -3.36211], [-0.69699, 0.63618, -2.15942], [-0.47851, -0.47614, -4.11937], [-0.16236, 1.80123, -4.02336], [-0.98485, -1.24014, -3.70283], [-0.16596, -0.49029, -5.07068], [0.06878, 1.76298, -4.99982], [0.16359, 2.57624, -3.47541], [1.30605, -2.41117, -0.64006], [1.21770, -1.19049, -0.86188], [2.51239, -3.03810, -0.49516], [0.23916, -3.20740, -0.40028], [3.34060, -2.58229, -0.82799], [2.53521, -3.96354, -0.11146], [-0.69442, -2.79523, -0.45511], [0.36124, -4.18353, -0.60767], [-2.62573, 1.13135, 1.57041], [-1.88619, 1.18745, 0.57759], [-2.46679, 1.97474, 2.62085], [-3.64190, 0.23893, 1.62558], [-1.67329, 2.58698, 2.64481], [-3.14395, 2.00066, 3.36085], [-4.42952, 0.42384, 2.21891], [-3.70799, -0.31290, 0.76995], [2.16251, 2.12348, -0.40069], [1.18865, 1.47202, -0.05723], [2.39837, 3.42325, -0.05832], [3.10208, 1.58899, -1.21594], [3.24874, 3.84963, -0.37752], [1.78265, 3.91291, 0.56153], [3.93166, 2.03967, -1.55615], [2.90778, 0.66529, -1.56703]],
  "forces_ev_per_angstrom": [[-0.1, -0.1, -0.6], [-0.5, -0.3, 0.1], [0.6, 0.2, 0.3], [-0.1, 0.1, -0.1], [0.1, 0.2, -0.1], [0.4, -1.0, -0.3], [-0.4, 0.3, -0.4], [-0.9, 0.3, 0.6], [0.3, 0.4, 0.7], [0.6, -0.1, -0.2], [0.0, 0.1, -0.1], [-0.1, -0.2, -0.6], [0.0, 0.0, -0.1], [0.4, 0.2, -0.4], [-0.2, 0.1, 0.5], [-0.3, 0.0, 0.6], [0.1, -0.3, 0.1], [0.2, -0.3, -0.3], [-0.2, -0.1, -0.1], [0.0, 0.2, 0.0], [-0.1, 0.1, 0.0], [-0.5, -1.4, 1.0], [-0.3, 0.9, 0.2], [-0.4, 0.7, -0.4], [1.0, 0.0, -0.4], [0.1, -0.1, 0.1], [0.2, -0.1, -0.1], [0.0, 0.1, -0.1], [-0.2, -0.1, 0.2], [-1.1, -0.5, 0.4], [1.4, 0.0, -0.5], [0.0, -0.2, 0.0], [1.1, 0.9, -0.1], [-0.1, 0.1, -0.1], [0.1, 0.1, 0.1], [-0.1, -0.3, 0.0], [-0.6, -0.3, 0.0], [0.5, 0.6, -0.5], [-0.5, 0.4, 0.7], [-0.1, -0.5, 0.0], [0.2, -0.8, -0.4], [-0.1, 0.3, 0.2], [0.0, 0.0, 0.0], [-0.1, 0.2, 0.1], [-0.1, 0.0, 0.1]],
  "lowdin_spin": [0.866, 0.001, 0.008, 0.000, 0.002, 0.001, 0.010, 0.000, 0.001, 0.000, 0.000, 0.000, 0.000, 0.001, 0.007, 0.000, 0.000, 0.000, 0.000, 0.000, 0.000, 0.005, 0.038, 0.002, 0.001, 0.000, 0.000, 0.000, 0.000, 0.007, 0.034, 0.004, 0.005, 0.000, 0.000, 0.000, 0.000, 0.000, 0.004, 0.000, 0.000, 0.000, 0.000, 0.000, 0.000],
  "multiplicity": 2,
  "charge": 1,
  "homo_energy_ev": [-11.65, -11.64],
  "e_lumo_ha": [-0.08065, -0.14019]
}

---

(3)
{
  "formula": "C5H20F2N10O5V",
  "method": "ωB97M-V/def2-TZVPD",
  "elements": ["V", "F", "F", "C", "O", "N", "N", "H", "H", "H", "H", "C", "O", "N", "N", "H", "H", "H", "H", "C", "O", "N", "N", "H", "H", "H", "H", "C", "O", "N", "N", "H", "H", "H", "H", "C", "O", "N", "N", "H", "H", "H", "H"],
  "positions_angstrom": [[-1.72841, -13.76795, -16.86808], [-1.27333, -14.25216, -14.87625], [-1.86224, -13.74674, -18.98147], [-1.01930, -17.02306, -18.07489], [-1.20510, -16.04234, -17.40643], [-0.20003, -17.97325, -17.71558], [-1.67098, -17.21994, -19.19501], [0.24154, -17.92073, -16.80874], [-0.22284, -18.85389, -18.20959], [-1.34440, -18.00464, -19.74062], [-2.07734, -16.36320, -19.54283], [-0.56715, -10.75544, -17.68025], [-1.02258, -11.83783, -17.31021], [-0.60367, -10.26553, -18.83502], [0.12926, -9.90139, -17.00879], [-1.20128, -10.76714, -19.47640], [-0.20285, -9.37350, -19.08744], [0.69908, -9.17692, -17.42178], [0.28067, -10.07713, -16.02578], [-4.38328, -15.55693, -16.68131], [-3.48749, -14.82809, -16.88806], [-4.85254, -16.35402, -17.57107], [-5.02031, -15.68365, -15.53300], [-4.53519, -16.42896, -18.52697], [-5.61049, -16.94892, -17.26822], [-4.59298, -15.18485, -14.76575], [-5.95339, -16.06843, -15.49544], [-3.84784, -11.67407, -15.16652], [-3.10387, -12.42964, -15.89877], [-3.32457, -10.63405, -14.58589], [-5.16235, -11.68329, -15.09376], [-2.31619, -10.57765, -14.59491], [-3.98352, -10.04927, -14.09201], [-5.64050, -10.91469, -14.64575], [-5.62879, -12.35030, -15.69179], [1.57290, -14.15119, -17.38816], [0.42122, -14.02804, -17.01878], [1.92040, -15.32942, -17.75488], [2.50180, -13.27343, -17.73851], [2.89441, -15.41453, -18.00821], [1.36787, -16.17465, -17.77452], [2.34355, -12.28094, -17.63842], [3.39821, -13.63076, -18.03661]],
  "forces_ev_per_angstrom": [[1.2, -0.7, 0.2], [-0.8, 0.6, -2.5], [-0.1, -0.2, 2.1], [-1.1, 1.1, 0.5], [0.0, 2.1, 1.9], [2.5, -2.6, 0.9], [-1.0, -0.6, -1.9], [-0.3, -0.2, -0.1], [0.3, 0.1, 0.4], [-0.5, 0.6, -0.7], [0.0, -0.2, -0.6], [0.0, -2.4, 1.7], [-0.2, 0.6, 0.6], [-2.4, 0.2, -7.9], [2.9, 1.9, 6.3], [0.3, 0.2, -0.6], [-0.5, -0.4, -0.1], [-0.4, -0.3, 0.2], [0.2, 0.1, -0.1], [-1.6, -1.2, 0.9], [4.2, 3.5, -0.7], [-2.2, -3.1, -3.4], [-0.6, 0.7, 2.8], [0.1, 0.3, 0.4], [0.3, -0.2, -0.6], [-0.5, -0.1, 0.2], [0.4, 0.2, 0.4], [3.0, -1.8, -3.5], [-2.4, 1.0, 1.8], [1.2, 1.5, 1.3], [-1.8, -1.5, -0.4], [-0.3, 0.4, 0.4], [1.1, 0.4, 0.3], [-0.2, -0.5, -0.3], [-0.3, 0.3, 0.3], [-2.6, 0.1, -0.9], [-1.3, 2.3, 1.3], [3.1, -5.0, -1.2], [0.9, 2.7, 0.5], [-0.3, -0.8, -0.2], [-0.2, 0.6, 0.4], [0.2, -0.3, 0.1], [-0.2, 0.7, 0.1]],
  "lowdin_spin": [1.907, 0.011, 0.013, 0.001, 0.005, 0.000, 0.000, 0.000, 0.000, 0.000, 0.000, 0.003, 0.011, 0.002, 0.001, 0.000, 0.000, 0.000, 0.000, 0.003, 0.012, 0.001, 0.001, 0.000, 0.000, 0.000, 0.000, 0.003, 0.010, 0.002, 0.001, 0.000, 0.000, 0.000, 0.000, 0.002, 0.006, 0.001, 0.001, 0.000, 0.000, 0.000, 0.000],
  "multiplicity": 3,
  "charge": 1,
  "homo_energy_ev": [-11.71, -12.15],
  "relative_energy_kj_mol": 406.3,
  "e_lumo_ha": [-0.07003, -0.06815]
}

---

(4)
{
  "formula": "C5H20InN10O5",
  "method": "ωB97M-V/def2-TZVPD",
  "elements": ["In", "C", "O", "N", "N", "H", "H", "H", "H", "C", "O", "N", "N", "H", "H", "H", "H", "C", "O", "N", "N", "H", "H", "H", "H", "C", "O", "N", "N", "H", "H", "H", "H", "C", "O", "N", "N", "H", "H", "H", "H"],
  "positions_angstrom": [[0.26428, -0.16837, -0.25401], [-1.94193, -2.46809, -0.55011], [-1.20103, -1.51132, -0.76181], [-2.49473, -2.96463, -1.69721], [-2.35751, -2.86390, 0.64343], [-2.90687, -3.91162, -1.65100], [-2.05828, -2.75992, -2.58909], [-2.83720, -3.74387, 0.70439], [-2.04547, -2.37842, 1.43146], [2.63198, -1.99654, -0.55084], [1.84343, -1.53947, 0.33422], [4.00541, -2.06513, -0.40338], [2.10400, -2.42368, -1.70165], [4.79534, -2.33476, -1.05274], [4.30310, -1.87308, 0.53527], [2.63185, -2.93699, -2.41646], [1.12873, -2.30434, -1.62573], [-0.27704, -0.11568, 3.08827], [-0.18681, -0.06083, 1.84504], [0.74122, -0.38193, 3.80051], [-1.50661, 0.04012, 3.71302], [1.60853, -0.62566, 3.33950], [0.90106, -0.12372, 4.77385], [-2.31244, 0.45393, 3.18208], [-1.47596, -0.08397, 4.71253], [-2.04117, 2.96465, 0.27406], [-1.07757, 2.17366, 0.17031], [-1.95146, 3.99785, 1.11097], [-3.24602, 2.80290, -0.26234], [-1.02231, 4.41137, 1.20527], [-2.73442, 4.62317, 1.22288], [-3.50477, 2.57056, -1.22212], [-3.99261, 3.42373, -0.07938], [1.91649, 1.33236, -2.20917], [1.36027, 0.28688, -1.84652], [2.16234, 2.25027, -1.22842], [2.09808, 1.56529, -3.46169], [1.34796, 2.63222, -0.80687], [2.69438, 2.86748, -1.79422], [2.39490, 2.46115, -3.78873], [2.23885, 0.77836, -4.13358]],
  "forces_ev_per_angstrom": [[-1.1, -0.1, 3.2], [-2.9, -1.7, -1.8], [2.9, 3.2, 0.0], [-0.1, -2.1, 1.2], [0.1, -0.8, -1.7], [0.1, 0.9, -0.2], [0.0, 0.2, 0.4], [-0.3, 0.0, 0.5], [0.4, 0.5, 1.4], [3.1, -1.0, -1.4], [0.1, 0.6, 0.2], [-1.1, 0.2, 0.3], [1.3, 0.0, 0.4], [-2.0, 0.2, 0.7], [0.3, 0.1, 0.2], [-0.8, 0.3, 0.5], [-1.1, -0.8, -1.2], [-4.4, 0.9, 0.1], [-0.2, -0.1, -2.8], [4.0, -0.6, 2.5], [1.1, 0.3, -1.8], [-0.2, 0.1, -0.2], [-0.7, -0.2, -0.3], [1.4, -0.6, 1.2], [-0.7, 0.2, 0.0], [0.2, -0.1, 0.5], [1.1, -0.9, -1.2], [1.0, 1.1, 0.6], [-2.0, -1.0, -2.1], [-0.6, -0.3, 0.5], [0.2, 0.1, -0.1], [1.4, -1.1, 0.3], [-0.3, 1.2, 1.2], [-1.5, 1.3, 2.0], [-1.3, -2.7, -0.3], [1.3, -0.6, -2.2], [1.4, -1.1, -2.5], [-0.8, 0.6, 0.6], [0.8, 2.3, 1.0], [0.3, 0.5, -0.2], [-0.5, 0.9, 0.8]],
  "lowdin_charge": [1.160, -0.571, -0.022, 0.215, 0.269, 0.151, 0.134, 0.150, 0.108, -0.563, -0.044, 0.212, 0.209, 0.176, 0.119, 0.167, 0.073, -0.610, -0.049, 0.241, 0.204, 0.146, 0.165, 0.157, 0.124, -0.643, -0.052, 0.194, 0.190, 0.141, 0.130, 0.145, 0.109, -0.587, -0.017, 0.232, 0.280, 0.101, 0.115, 0.151, 0.191],
  "charge": 3,
  "homo_energy_ev": -18.42,
  "relative_energy_kj_mol": 0.0,
  "e_lumo_ha": -0.36599
}

---

Q: What is the charge in the first record?
A: +1

---

Q: Which value of charge does entry 4 give?
A: +3